{
  "formula": "C40H66N6O9S2",
  "method": "the ωB97M-V functional and the def2-TZVPD basis",
  "elements": ["C", "C", "C", "C", "C", "C", "C", "C", "C", "C", "C", "C", "O", "C", "C", "C", "C", "C", "C", "N", "C", "C", "C", "C", "S", "O", "O", "O", "C", "C", "C", "S", "C", "N", "N", "C", "O", "N", "C", "H", "H", "H", "H", "H", "H", "H", "H", "H", "H", "H", "H", "H", "H", "H", "H", "H", "H", "H", "H", "H", "H", "H", "H", "H", "H", "H", "H", "H", "H", "H", "H", "H", "H", "H", "H", "C", "O", "C", "C", "N", "C", "C", "O", "C", "H", "H", "H", "H", "H", "H", "H", "H", "H", "H", "H", "H", "H", "H", "H", "C", "O", "C", "C", "N", "C", "C", "O", "C", "H", "H", "H", "H", "H", "H", "H", "H", "H", "H", "H", "H", "H", "H", "H"],
  "coordinates": [[-3.218, 3.899, -1.250], [-2.391, 2.985, -0.755], [-1.186, 1.908, -0.634], [-1.528, 0.370, -0.483], [-3.053, -0.171, -0.399], [-3.973, 0.239, -1.665], [-5.289, -0.736, -1.743], [-5.847, -0.626, -3.260], [-0.350, -0.723, -0.371], [-0.590, -2.300, -0.179], [-1.331, -3.034, -1.412], [-0.555, -2.929, -2.828], [-1.369, -3.698, -3.793], [-1.747, -2.853, -4.929], [1.146, -0.155, -0.424], [2.407, -1.169, -0.297], [2.772, -1.746, -1.786], [2.439, -1.063, -3.018], [1.469, 1.413, -0.566], [2.870, 1.792, -0.556], [3.075, 3.221, -0.639], [4.635, 3.711, -0.581], [5.176, 4.243, -2.008], [5.965, 3.122, -2.864], [5.741, 3.423, -4.709], [6.978, 2.935, -5.463], [4.572, 2.567, -5.178], [5.441, 5.060, -5.019], [1.872, 4.229, -0.773], [2.234, 5.824, -0.849], [1.354, 6.562, -2.028], [0.305, 7.948, -1.323], [-0.356, 8.958, -2.761], [0.512, 9.512, -3.793], [-0.254, 10.161, -4.723], [-1.629, 10.051, -4.264], [-1.717, 9.304, -3.049], [0.460, 3.917, -0.800], [0.324, 2.476, -0.674], [-3.795, 4.741, -1.798], [-3.136, -1.298, -0.189], [-3.522, 0.366, 0.528], [-3.409, 0.322, -2.664], [-4.404, 1.298, -1.425], [-5.062, -1.809, -1.405], [-6.090, -0.289, -1.020], [-6.188, 0.478, -3.429], [-6.762, -1.305, -3.429], [-4.968, -0.826, -3.979], [0.365, -2.906, 0.051], [-1.265, -2.417, 0.769], [-2.426, -2.726, -1.577], [-1.356, -4.172, -1.146], [0.456, -3.511, -2.755], [-0.381, -1.839, -3.153], [-2.709, -3.312, -5.382], [-1.945, -1.754, -4.637], [-0.893, -2.969, -5.711], [3.379, -0.637, 0.062], [2.227, -2.021, 0.471], [3.367, -2.730, -1.856], [2.834, -0.015, -3.307], [1.743, -1.579, -3.797], [4.716, 4.478, 0.280], [5.287, 2.800, -0.286], [4.309, 4.750, -2.603], [5.942, 5.089, -1.781], [7.109, 3.200, -2.665], [5.615, 2.042, -2.655], [4.517, 5.076, -5.385], [3.331, 6.025, -1.116], [1.891, 6.261, 0.159], [2.100, 7.050, -2.766], [0.637, 5.830, -2.550], [-2.426, 10.560, -4.911], [3.132, -0.245, 3.772], [4.276, -0.441, 2.954], [5.364, 0.426, 3.286], [6.516, -0.366, 3.913], [6.166, -0.840, 5.253], [7.101, -1.830, 5.794], [7.233, -3.169, 5.047], [6.065, -3.984, 5.108], [5.076, -3.672, 4.138], [2.305, -0.815, 3.340], [3.308, -0.616, 4.784], [2.844, 0.810, 3.803], [5.051, 1.259, 3.925], [5.717, 0.854, 2.341], [7.401, 0.275, 3.978], [6.744, -1.201, 3.243], [5.243, -1.263, 5.224], [6.768, -2.047, 6.814], [8.093, -1.369, 5.881], [8.018, -3.742, 5.552], [7.572, -3.047, 4.013], [5.507, -3.302, 3.204], [4.366, -2.952, 4.546], [4.517, -4.586, 3.919], [-7.627, -3.219, 4.822], [-6.477, -3.973, 4.468], [-6.783, -5.299, 4.027], [-6.508, -5.448, 2.527], [-7.481, -4.698, 1.732], [-7.118, -4.569, 0.319], [-5.828, -3.799, -0.016], [-5.892, -2.405, 0.274], [-5.603, -2.070, 1.625], [-7.292, -2.298, 5.306], [-8.204, -2.947, 3.935], [-8.259, -3.769, 5.527], [-7.806, -5.596, 4.282], [-6.104, -5.968, 4.568], [-6.560, -6.508, 2.255], [-5.488, -5.096, 2.343], [-7.576, -3.765, 2.120], [-7.951, -4.054, -0.170], [-7.064, -5.570, -0.126], [-5.687, -3.867, -1.101], [-4.935, -4.252, 0.429], [-4.879, -2.750, 2.080], [-6.524, -2.042, 2.208], [-5.183, -1.060, 1.641]],
  "lowdin_charge": [0.0661, -0.0813, -0.0590, -0.0433, -0.1642, -0.1981, -0.2437, -0.1323, -0.0459, -0.1611, -0.1594, -0.2147, -0.2543, -0.1163, -0.0432, -0.1682, -0.1417, -0.0355, -0.1055, 0.1153, -0.1236, -0.1457, -0.2267, -0.2025, 0.7504, -0.3531, -0.3707, -0.2055, -0.1288, -0.1670, -0.4638, 0.8559, -0.4900, -0.0275, -0.0187, -0.0850, -0.0517, 0.1344, -0.1086, 0.0597, 0.0851, 0.1257, 0.1123, 0.0955, 0.0761, 0.1210, 0.0837, 0.0719, 0.0657, 0.1062, 0.1228, 0.1032, 0.1290, 0.1334, 0.1063, 0.0972, 0.0911, 0.1022, 0.0963, 0.1069, 0.0992, 0.0692, 0.0551, 0.1202, 0.1145, 0.1079, 0.1279, 0.1252, 0.1257, 0.1011, 0.0939, 0.1085, 0.0840, 0.0812, 0.1380, -0.1086, -0.2114, -0.2051, -0.2081, -0.0555, -0.1965, -0.2198, -0.1798, -0.0997, 0.0867, 0.0746, 0.0895, 0.1214, 0.1140, 0.1217, 0.0997, 0.0652, 0.1181, 0.1165, 0.1197, 0.1083, 0.0880, 0.0679, 0.0890, -0.1139, -0.1991, -0.2056, -0.2077, -0.0541, -0.1901, -0.2119, -0.2588, -0.0791, 0.0905, 0.0739, 0.0878, 0.1209, 0.1198, 0.1223, 0.0994, 0.0654, 0.1203, 0.1187, 0.1187, 0.1122, 0.0934, 0.0730, 0.0796],
  "charge": 0,
  "smiles": "C#Cc1c(CCCC)c(CCCOC)c(CC=C)c2nc(CCCS(=O)(=O)O)c(CCSc3nnco3)nc12.COCCNCCOC.COCCNCCOC",
  "spin_multiplicity": 1,
  "total_energy_ha": -3364.9394,
  "gap_ev": 6.67
}

=====

{
  "formula": "C40H67CrN4P",
  "method": "the ωB97M-V functional and the def2-TZVPD basis",
  "elements": ["Cr", "C", "N", "C", "C", "C", "N", "C", "C", "H", "H", "H", "H", "H", "H", "H", "H", "H", "H", "H", "H", "H", "H", "H", "H", "C", "C", "C", "C", "C", "C", "C", "C", "C", "C", "C", "C", "C", "C", "C", "C", "C", "C", "C", "C", "C", "P", "C", "C", "C", "C", "C", "C", "C", "C", "H", "H", "H", "H", "H", "H", "H", "H", "H", "H", "H", "H", "H", "H", "H", "H", "H", "H", "H", "H", "H", "H", "H", "H", "H", "H", "H", "H", "H", "H", "H", "H", "H", "H", "H", "H", "H", "H", "H", "H", "H", "H", "H", "H", "H", "N", "C", "C", "C", "N", "C", "C", "H", "H", "H", "H", "H", "H"],
  "coordinates": [[-0.060, 0.552, -0.641], [0.023, -2.183, -1.901], [-0.619, -0.878, -2.196], [-2.087, -1.093, -2.336], [-0.115, -0.386, -3.514], [-0.200, 1.120, -3.544], [0.433, 1.656, -2.305], [0.322, 3.139, -2.304], [1.864, 1.247, -2.265], [-0.358, -2.569, -0.962], [1.106, -2.068, -1.830], [-0.190, -2.908, -2.691], [-2.506, -1.439, -1.400], [-2.271, -1.841, -3.111], [-2.585, -0.167, -2.620], [-0.697, -0.818, -4.327], [0.912, -0.714, -3.654], [-1.230, 1.472, -3.588], [0.322, 1.510, -4.419], [0.847, 3.553, -3.168], [0.759, 3.550, -1.400], [-0.724, 3.433, -2.360], [2.362, 1.461, -3.213], [1.974, 0.171, -2.082], [2.389, 1.789, -1.492], [2.145, -5.096, 0.821], [0.783, -5.409, 1.452], [0.948, -6.173, 2.771], [-0.017, -4.135, 1.650], [-1.269, -3.943, 1.061], [-2.041, -2.757, 1.099], [-3.428, -2.968, 0.446], [-4.126, -4.135, 1.179], [-4.452, -1.839, 0.364], [-1.466, -1.652, 1.719], [-0.328, -1.875, 2.660], [0.395, -3.129, 2.465], [-1.022, -2.094, 4.177], [-2.386, -2.787, 4.136], [-0.180, -2.915, 5.168], [-2.070, -0.292, 1.491], [-3.033, 0.201, 2.368], [-3.874, 1.251, 2.012], [-3.776, 1.814, 0.751], [-2.721, 1.433, -0.069], [-1.823, 0.440, 0.309], [1.015, 1.754, 1.393], [2.932, 1.714, 1.405], [3.385, 0.288, 1.023], [3.573, 2.683, 0.369], [3.448, 2.049, 2.806], [0.432, 3.571, 1.823], [-0.960, 3.771, 1.216], [0.347, 3.948, 3.312], [1.360, 4.614, 1.186], [2.702, -6.020, 0.657], [2.746, -4.458, 1.477], [2.035, -4.596, -0.147], [0.226, -6.045, 0.760], [1.584, -5.624, 3.473], [1.421, -7.138, 2.583], [-0.016, -6.362, 3.249], [-1.675, -4.781, 0.498], [-3.228, -3.316, -0.576], [-4.466, -3.815, 2.166], [-3.499, -5.019, 1.305], [-5.005, -4.440, 0.611], [-4.801, -1.556, 1.355], [-5.319, -2.216, -0.182], [-4.109, -0.946, -0.152], [1.281, -3.277, 3.075], [-1.141, -1.082, 4.549], [-2.309, -3.786, 3.697], [-3.157, -2.236, 3.600], [-2.729, -2.918, 5.164], [-0.243, -3.982, 4.933], [-0.611, -2.776, 6.162], [0.863, -2.630, 5.230], [-3.189, -0.296, 3.318], [-4.641, 1.585, 2.703], [-4.475, 2.575, 0.422], [-2.599, 1.947, -1.023], [2.841, -0.118, 0.160], [3.295, -0.403, 1.856], [4.439, 0.314, 0.747], [2.903, 3.034, -0.412], [4.411, 2.187, -0.124], [3.978, 3.569, 0.847], [3.051, 1.372, 3.559], [3.221, 3.075, 3.100], [4.537, 1.945, 2.803], [-1.713, 3.224, 1.776], [-1.017, 3.476, 0.167], [-1.214, 4.832, 1.271], [-0.576, 3.608, 3.773], [0.325, 5.039, 3.358], [1.198, 3.618, 3.906], [1.481, 4.512, 0.111], [2.336, 4.661, 1.657], [0.884, 5.583, 1.351], [2.609, -0.551, 5.962], [1.794, -0.334, 4.898], [0.731, 0.658, 5.040], [0.142, 1.143, 3.952], [0.461, 0.676, 2.656], [0.882, -0.733, 2.642], [1.891, -0.983, 3.717], [2.519, -0.013, 6.804], [3.374, -1.199, 5.913], [0.436, 1.006, 6.025], [-0.646, 1.870, 4.022], [1.342, -0.918, 1.665], [2.654, -1.740, 3.569]],
  "mulliken_spin": [3.1707, 0.0435, -0.1152, 0.0981, 0.0143, 0.0606, -0.1141, 0.0669, 0.0849, 0.0007, 0.0038, 0.0022, -0.0115, 0.0056, -0.0146, 0.0004, -0.0022, -0.0137, -0.0017, 0.0002, -0.0117, -0.0154, 0.0026, -0.0329, -0.0091, 0.0003, -0.0006, 0.0001, -0.0005, 0.0005, 0.0159, -0.0021, 0.0004, -0.0002, 0.0240, -0.0131, 0.0133, 0.0014, -0.0018, -0.0006, -0.0770, -0.0386, 0.0497, -0.0140, 0.3443, -0.4908, 0.0537, -0.0964, 0.0128, 0.0026, -0.0034, -0.0070, 0.0366, 0.0002, 0.0000, 0.0000, -0.0001, 0.0000, 0.0000, -0.0001, 0.0000, 0.0000, -0.0002, 0.0003, 0.0000, 0.0000, 0.0001, 0.0003, 0.0002, 0.0070, -0.0007, -0.0001, 0.0002, 0.0004, 0.0000, 0.0001, -0.0001, 0.0000, 0.0026, -0.0050, 0.0015, -0.0180, 0.0014, -0.0001, 0.0022, -0.0074, 0.0009, -0.0002, -0.0013, -0.0006, 0.0003, 0.0014, -0.0027, 0.0021, 0.0015, -0.0010, 0.0000, -0.0017, 0.0002, 0.0012, 0.0003, 0.0007, 0.0016, -0.0001, -0.0073, 0.0199, -0.0030, 0.0000, 0.0000, 0.0001, 0.0006, -0.0201, 0.0005],
  "charge": 3,
  "spin_multiplicity": 4,
  "total_energy_ha": -3168.1789,
  "gap_ev": [5.22, 5.68]
}

=====

{
  "formula": "C40H69INO15",
  "method": "the ωB97M-V functional and the def2-TZVPD basis",
  "elements": ["C", "O", "C", "C", "C", "C", "C", "C", "C", "C", "C", "C", "C", "C", "C", "C", "C", "O", "I", "C", "C", "C", "C", "N", "O", "C", "C", "C", "C", "H", "H", "H", "H", "H", "H", "H", "H", "H", "H", "H", "H", "H", "H", "H", "H", "H", "H", "H", "H", "H", "H", "H", "H", "H", "H", "H", "H", "H", "H", "H", "H", "H", "H", "H", "H", "H", "H", "H", "H", "H", "H", "H", "H", "H", "C", "C", "C", "O", "C", "O", "O", "H", "H", "H", "H", "H", "H", "C", "C", "C", "O", "C", "O", "O", "H", "H", "H", "H", "H", "H", "C", "C", "C", "O", "C", "O", "O", "H", "H", "H", "H", "H", "H", "C", "C", "C", "O", "C", "O", "O", "H", "H", "H", "H", "H", "H"],
  "coordinates": [[5.375, -4.354, 1.520], [6.549, -3.660, 1.914], [6.678, -2.389, 1.299], [5.790, -1.292, 1.934], [5.235, -0.260, 0.909], [3.707, -0.183, 0.844], [3.073, -1.332, 0.003], [2.441, -2.385, 0.940], [1.111, -1.839, 1.526], [0.012, -2.932, 1.589], [-1.094, -2.695, 0.547], [-2.171, -3.816, 0.702], [-3.536, -3.163, 1.044], [-4.273, -2.770, -0.231], [-5.656, -2.075, -0.011], [-5.995, -1.328, -1.344], [-7.332, -1.684, -1.975], [-8.341, -1.189, -1.775], [-7.239, -3.309, -3.453], [-5.631, -1.039, 1.136], [-7.026, -0.439, 1.502], [-7.044, -0.050, 3.009], [-7.248, 0.904, 0.735], [-8.153, -1.312, 1.119], [-9.266, -0.969, 1.643], [-7.867, -2.751, 1.227], [-9.113, -3.509, 0.674], [-7.670, -3.257, 2.672], [-6.658, -3.201, 0.365], [4.795, -3.811, 0.772], [5.666, -5.345, 1.164], [4.745, -4.502, 2.405], [7.718, -2.090, 1.444], [6.487, -2.501, 0.223], [4.984, -1.741, 2.516], [6.415, -0.764, 2.657], [5.626, -0.513, -0.078], [5.631, 0.716, 1.172], [3.412, 0.781, 0.430], [3.258, -0.214, 1.841], [3.863, -1.774, -0.613], [2.307, -0.930, -0.662], [2.326, -3.346, 0.432], [3.115, -2.551, 1.780], [1.305, -1.518, 2.551], [0.754, -0.976, 0.962], [0.413, -3.929, 1.404], [-0.442, -2.933, 2.582], [-0.708, -2.670, -0.475], [-1.530, -1.712, 0.742], [-1.914, -4.441, 1.556], [-2.220, -4.428, -0.198], [-3.365, -2.311, 1.700], [-4.100, -3.885, 1.644], [-4.497, -3.650, -0.839], [-3.639, -2.082, -0.798], [-5.235, -1.587, -2.080], [-5.959, -0.242, -1.257], [-5.030, -0.196, 0.791], [-5.195, -1.416, 2.058], [-7.361, 0.977, 3.166], [-6.053, -0.152, 3.457], [-7.713, -0.688, 3.582], [-7.916, 1.564, 1.283], [-7.727, 0.714, -0.229], [-6.310, 1.433, 0.555], [-8.779, -4.480, 0.301], [-9.797, -3.725, 1.492], [-9.583, -2.980, -0.152], [-8.329, -2.772, 3.388], [-7.912, -4.321, 2.684], [-6.621, -3.163, 2.960], [-6.963, -3.794, -0.495], [-6.104, -3.897, 0.995], [-10.164, 1.779, -2.820], [-9.619, 3.178, -2.667], [-9.181, 3.518, -1.265], [-9.362, 4.938, -1.229], [-10.355, 5.238, -2.111], [-10.899, 6.291, -2.183], [-10.639, 4.163, -2.897], [-10.494, 1.607, -3.845], [-9.407, 1.036, -2.568], [-11.033, 1.629, -2.179], [-8.815, 3.353, -3.389], [-8.144, 3.255, -1.068], [-9.817, 3.068, -0.498], [9.758, 2.272, -1.506], [8.366, 2.727, -1.866], [7.942, 4.006, -1.192], [6.515, 3.857, -1.130], [6.259, 2.527, -1.085], [5.201, 2.047, -0.822], [7.373, 1.804, -1.375], [9.989, 1.326, -1.996], [10.498, 3.013, -1.809], [9.844, 2.104, -0.431], [8.259, 2.790, -2.953], [8.215, 4.892, -1.760], [8.322, 4.101, -0.179], [6.567, 7.505, 4.107], [7.067, 7.261, 2.705], [6.873, 5.847, 2.217], [7.942, 5.706, 1.273], [8.941, 6.544, 1.673], [10.046, 6.523, 1.239], [8.497, 7.396, 2.632], [6.768, 8.533, 4.411], [5.494, 7.325, 4.174], [7.081, 6.858, 4.820], [6.626, 7.985, 2.014], [5.909, 5.693, 1.735], [7.004, 5.099, 3.003], [5.896, -0.729, -3.124], [6.402, -0.963, -4.525], [6.196, -2.368, -5.033], [7.268, -2.511, -5.971], [8.273, -1.692, -5.557], [9.382, -1.715, -5.981], [7.832, -0.844, -4.588], [6.109, 0.291, -2.810], [4.820, -0.896, -3.062], [6.399, -1.389, -2.414], [5.972, -0.226, -5.211], [5.233, -2.506, -5.522], [6.314, -3.125, -4.254]],
  "mulliken_spin": [0.0000, 0.0000, 0.0000, 0.0000, 0.0000, 0.0000, 0.0000, 0.0000, 0.0000, 0.0000, 0.0000, 0.0000, -0.0004, 0.0002, 0.0057, -0.0070, -0.0013, -0.0002, 0.0004, 0.0097, 0.0328, 0.0156, -0.0013, 0.2849, 0.5698, 0.0276, 0.0078, 0.0434, 0.0134, 0.0000, 0.0000, 0.0000, 0.0000, 0.0000, 0.0000, 0.0000, 0.0000, 0.0000, 0.0000, 0.0000, 0.0000, 0.0000, 0.0000, 0.0000, 0.0000, 0.0000, 0.0000, 0.0000, 0.0000, 0.0000, 0.0001, -0.0001, 0.0009, -0.0006, 0.0001, 0.0001, 0.0003, 0.0003, 0.0018, -0.0026, -0.0025, -0.0003, 0.0050, -0.0041, 0.0082, 0.0005, -0.0008, -0.0021, 0.0040, -0.0006, -0.0024, -0.0035, -0.0003, -0.0025, 0.0002, -0.0001, 0.0000, 0.0000, 0.0000, 0.0000, 0.0000, 0.0000, -0.0002, 0.0000, 0.0000, 0.0001, 0.0001, 0.0000, 0.0000, 0.0000, 0.0000, 0.0000, 0.0000, 0.0000, 0.0000, 0.0000, 0.0000, 0.0000, 0.0000, 0.0000, 0.0000, 0.0000, 0.0000, 0.0000, 0.0000, 0.0000, 0.0000, 0.0000, 0.0000, 0.0000, 0.0000, 0.0000, 0.0000, 0.0000, 0.0000, 0.0000, 0.0000, 0.0000, 0.0000, 0.0000, 0.0000, 0.0000, 0.0000, 0.0000, 0.0000, 0.0000],
  "charge": 0,
  "spin_multiplicity": 2,
  "total_energy_ha": -3046.5438,
  "gap_ev": [8.91, 9.51]
}

=====

| no. | M (Da) |
| --- | --- |
| 1 | 839.1 |
| 2 | 687.0 |
| 3 | 930.9 |